{"formula": "C17H37F2NO4S4", "method": "ωB97M-V/def2-TZVPD", "multiplicity": 1, "homo_lumo_gap_ev": 7.49, "e_lumo_ev": -1.046, "homo_energy_ev": -8.54, "fmax_ev_per_a": 0.4, "species": ["C", "C", "C", "C", "C", "C", "C", "C", "C", "C", "C", "C", "C", "C", "S", "C", "S", "C", "C", "H", "H", "H", "H", "H", "H", "H", "H", "H", "H", "H", "H", "H", "H", "H", "H", "H", "H", "H", "H", "H", "H", "H", "H", "H", "H", "H", "H", "H", "H", "H", "H", "H", "H", "H", "H", "H", "N", "S", "O", "O", "F", "S", "O", "O", "F"], "coordinates": [[-1.430, 5.888, 5.250], [-1.100, 4.464, 5.701], [-2.345, 3.634, 6.009], [-3.227, 3.355, 4.776], [-3.805, 1.935, 4.707], [-2.977, 0.939, 3.891], [-1.498, 0.838, 4.277], [-0.618, 0.223, 3.175], [0.267, -0.920, 3.677], [1.333, -1.350, 2.671], [0.775, -1.665, 1.279], [1.681, -2.615, 0.494], [1.462, -2.504, -1.015], [2.184, -3.618, -1.767], [1.669, -3.606, -3.507], [3.067, -4.213, -4.529], [3.022, -3.360, -6.095], [3.768, -1.749, -5.629], [2.734, -0.635, -5.474], [-0.593, 6.568, 5.409], [-2.285, 6.283, 5.804], [-1.685, 5.932, 4.189], [-0.458, 4.497, 6.585], [-0.524, 3.964, 4.914], [-2.934, 4.174, 6.758], [-2.054, 2.690, 6.478], [-2.655, 3.561, 3.864], [-4.058, 4.063, 4.764], [-3.942, 1.550, 5.724], [-4.805, 1.973, 4.267], [-3.431, -0.053, 3.995], [-3.057, 1.196, 2.829], [-1.409, 0.230, 5.184], [-1.122, 1.827, 4.539], [0.022, 0.994, 2.732], [-1.261, -0.146, 2.370], [-0.364, -1.780, 3.930], [0.756, -0.606, 4.603], [1.860, -2.231, 3.050], [2.075, -0.550, 2.581], [0.650, -0.738, 0.710], [-0.223, -2.105, 1.371], [2.729, -2.403, 0.731], [1.488, -3.647, 0.803], [1.822, -1.534, -1.373], [0.389, -2.544, -1.227], [1.901, -4.600, -1.387], [3.269, -3.514, -1.734], [1.830, -2.290, -3.742], [2.824, -5.259, -4.712], [4.002, -4.124, -3.978], [4.474, -1.532, -6.429], [4.368, -1.893, -4.727], [1.901, -0.817, -6.145], [3.158, 0.334, -5.736], [2.346, -0.553, -4.454], [-0.648, -0.264, -7.169], [-0.104, -0.470, -8.639], [-0.160, 0.684, -9.473], [-0.359, -1.753, -9.207], [1.443, -0.558, -8.204], [-2.195, -0.066, -6.918], [-2.383, 0.364, -5.571], [-3.017, -1.099, -7.457], [-2.541, 1.204, -7.798]], "forces_ev_per_a": [[0.0, 0.0, 0.0], [0.0, 0.0, 0.0], [0.0, 0.0, 0.0], [-0.1, 0.0, 0.0], [0.0, -0.1, 0.1], [0.0, 0.0, 0.0], [-0.1, -0.1, 0.0], [0.0, -0.1, 0.1], [0.0, 0.1, -0.1], [-0.1, 0.0, 0.0], [0.1, 0.0, 0.0], [0.0, 0.0, -0.1], [-0.1, 0.0, 0.0], [0.0, 0.0, 0.0], [-0.2, 0.1, 0.0], [-0.2, -0.1, -0.2], [0.3, 0.0, 0.0], [0.0, 0.0, 0.1], [0.0, -0.1, -0.1], [0.0, 0.0, 0.0], [0.1, 0.0, 0.0], [-0.1, 0.0, 0.0], [0.0, 0.0, 0.0], [0.1, 0.0, 0.1], [0.0, -0.1, 0.0], [0.0, 0.0, -0.1], [0.0, -0.1, 0.0], [0.1, 0.1, 0.0], [0.0, 0.0, 0.0], [0.0, 0.0, 0.0], [0.0, 0.0, -0.1], [0.0, 0.1, 0.0], [0.0, 0.1, 0.0], [0.1, 0.0, 0.0], [-0.1, 0.0, 0.0], [0.1, 0.0, 0.0], [0.0, 0.0, 0.0], [0.0, -0.1, 0.0], [0.0, 0.0, 0.0], [0.1, -0.1, 0.0], [0.0, 0.0, 0.1], [0.0, 0.0, -0.1], [0.0, 0.0, -0.1], [0.1, 0.0, 0.1], [0.0, 0.0, 0.0], [0.0, 0.0, 0.0], [0.0, 0.0, 0.0], [0.0, 0.0, 0.0], [0.0, 0.0, 0.0], [0.1, 0.0, 0.0], [0.0, 0.1, 0.0], [-0.1, 0.0, -0.1], [0.0, -0.1, -0.1], [-0.1, 0.2, 0.1], [0.0, 0.0, 0.1], [0.0, 0.0, 0.0], [-0.2, 0.2, -0.1], [0.2, -0.2, 0.1], [-0.1, 0.0, 0.0], [0.0, 0.0, 0.0], [0.0, 0.0, -0.1], [0.3, -0.1, -0.1], [0.0, -0.1, 0.1], [-0.1, 0.0, 0.1], [0.0, 0.0, 0.1]], "nbo_charge": [-0.613, -0.392, -0.398, -0.414, -0.390, -0.389, -0.394, -0.403, -0.386, -0.389, -0.400, -0.387, -0.414, -0.522, 0.650, -0.689, 0.313, -0.530, -0.639, 0.211, 0.201, 0.205, 0.201, 0.189, 0.201, 0.200, 0.194, 0.212, 0.194, 0.208, 0.201, 0.193, 0.195, 0.202, 0.197, 0.196, 0.195, 0.205, 0.199, 0.199, 0.206, 0.205, 0.204, 0.202, 0.216, 0.225, 0.246, 0.236, 0.177, 0.268, 0.243, 0.250, 0.206, 0.276, 0.241, 0.179, -1.273, 2.514, -0.919, -0.927, -0.536, 2.531, -0.947, -0.935, -0.500]}

***

{"formula": "C24H37ClF6GdN3O5", "method": "ωB97M-V/def2-TZVPD", "multiplicity": 8, "homo_lumo_gap_ev": [8.04, 5.80], "e_lumo_ev": [0.220, -1.970], "homo_energy_ev": [-7.82, -7.77], "fmax_ev_per_a": 2.0, "species": ["O", "C", "C", "C", "H", "C", "H", "C", "H", "C", "H", "C", "H", "H", "C", "C", "H", "H", "H", "C", "C", "H", "H", "H", "H", "Gd", "Cl", "C", "O", "N", "C", "C", "H", "H", "H", "H", "H", "H", "H", "H", "H", "C", "C", "N", "H", "C", "O", "H", "H", "H", "H", "H", "H", "C", "C", "N", "H", "C", "O", "H", "H", "H", "H", "C", "C", "O", "C", "F", "F", "F", "C", "F", "F", "F", "H", "H", "H"], "coordinates": [[1.769, 0.821, 0.009], [3.046, 0.671, 0.508], [4.071, 0.567, -0.628], [3.643, 0.270, -1.925], [2.580, 0.096, -2.098], [4.572, 0.176, -2.961], [4.210, 0.009, -3.972], [5.939, 0.273, -2.694], [6.658, 0.162, -3.510], [6.369, 0.501, -1.385], [7.438, 0.534, -1.163], [5.440, 0.690, -0.362], [5.762, 0.899, 0.663], [3.312, 1.558, 1.114], [2.629, -0.291, 2.862], [3.097, -0.527, 1.461], [3.138, -0.962, 3.567], [1.547, -0.500, 2.946], [2.803, 0.757, 3.150], [3.375, -1.742, 0.965], [3.263, -3.038, 1.689], [3.693, -1.827, -0.078], [4.249, -3.506, 1.819], [2.662, -3.720, 1.074], [2.776, -2.948, 2.668], [-0.239, -0.198, -0.068], [-0.186, -2.250, 1.522], [-2.747, -1.929, -0.405], [-2.612, -0.673, -0.322], [-3.875, -2.609, -0.282], [-5.092, -2.049, 0.300], [-3.931, -4.030, -0.622], [-1.855, -2.564, -0.545], [-4.908, -1.035, 0.666], [-5.414, -2.703, 1.123], [-5.889, -2.038, -0.454], [-2.957, -4.346, -1.006], [-4.695, -4.197, -1.395], [-4.186, -4.617, 0.269], [1.397, 3.969, -3.806], [-0.835, 2.705, -4.476], [1.560, 3.068, -3.200], [-0.642, 1.979, -3.676], [0.285, 2.556, -2.710], [2.201, 3.308, -2.344], [-0.055, 2.637, -1.424], [-0.968, 1.945, -0.896], [-1.568, 1.708, -3.163], [0.558, 3.327, -0.821], [2.059, 2.314, -3.823], [-0.192, 1.088, -4.119], [-2.416, 2.318, 4.512], [-1.429, 4.716, 3.797], [-1.354, 2.037, 4.455], [-0.474, 4.206, 3.618], [-0.685, 2.784, 3.395], [-1.265, 0.962, 4.271], [-0.437, 2.208, 2.216], [-0.628, 0.990, 1.990], [0.012, 4.636, 2.738], [-0.046, 2.888, 1.444], [-0.891, 2.311, 5.409], [0.159, 4.348, 4.502], [-1.309, -2.197, -3.609], [0.103, -1.979, -3.093], [0.234, -1.006, -2.140], [0.700, -3.349, -2.564], [0.381, -4.407, -3.370], [2.057, -3.316, -2.431], [0.203, -3.638, -1.330], [0.959, -1.663, -4.377], [0.987, -2.689, -5.277], [0.446, -0.591, -5.057], [2.246, -1.340, -4.095], [-1.706, -1.233, -3.953], [-1.956, -2.564, -2.801], [-1.307, -2.919, -4.438]], "forces_ev_per_a": [[-1.2, 0.3, 0.0], [0.5, -0.2, 0.0], [0.0, -0.2, 0.1], [0.1, 0.2, 0.2], [0.3, 0.2, 0.0], [0.1, 0.0, 0.2], [0.2, -0.1, 0.1], [-0.2, 0.0, -0.1], [-0.2, 0.0, 0.3], [0.1, 0.1, 0.1], [-0.3, 0.1, -0.1], [-0.2, -0.1, -0.2], [0.0, -0.1, -0.3], [0.0, 0.0, -0.1], [-0.3, 0.0, 0.3], [0.2, -0.7, -0.8], [-0.1, 0.3, -0.1], [0.3, 0.1, 0.0], [0.0, -0.3, 0.1], [0.0, 0.6, 0.1], [-0.1, -0.3, 0.1], [-0.1, 0.1, 0.2], [-0.1, 0.0, 0.0], [0.1, 0.0, 0.2], [0.1, 0.0, -0.3], [1.5, 0.0, -0.3], [-0.1, -0.2, 0.2], [0.8, 1.4, 0.1], [-0.8, -1.8, 0.1], [-0.5, -0.2, 0.2], [0.0, 0.0, -0.3], [0.1, 0.2, 0.2], [-0.4, 0.1, -0.3], [0.0, -0.3, -0.1], [0.1, 0.2, -0.1], [0.1, 0.1, 0.2], [-0.2, 0.0, 0.1], [0.2, 0.1, 0.2], [0.1, 0.1, -0.2], [0.1, -0.2, 0.1], [0.0, 0.0, 0.2], [-0.2, 0.4, 0.0], [0.2, -0.4, -0.1], [-0.4, 0.3, 0.4], [-0.1, -0.1, -0.2], [-0.1, -1.1, 0.0], [0.6, 1.3, -0.5], [0.2, 0.1, -0.2], [0.0, -0.3, -0.1], [-0.2, 0.1, 0.3], [-0.2, 0.2, 0.1], [0.2, -0.1, -0.1], [0.1, -0.1, -0.1], [0.0, 0.1, 0.2], [0.0, -0.2, 0.0], [-0.2, -0.1, -0.1], [0.0, 0.3, 0.0], [-0.2, -1.3, -0.1], [0.0, 1.8, 0.5], [-0.1, 0.0, 0.2], [0.0, -0.2, 0.2], [0.0, -0.2, -0.1], [0.0, 0.0, -0.2], [-0.5, -0.1, 0.0], [1.0, -0.2, 0.1], [-0.2, -0.6, -0.6], [0.2, -0.1, 0.4], [0.3, 0.6, 0.6], [-1.2, -0.2, -0.2], [0.1, 0.2, -0.9], [0.7, 0.4, -0.3], [0.0, 0.7, 0.7], [0.2, -0.6, 0.3], [-1.0, -0.2, -0.3], [0.1, -0.3, 0.1], [0.2, 0.0, -0.3], [-0.2, 0.2, 0.3]], "mulliken_spin": [0.222, -0.026, 0.020, -0.007, 0.000, 0.001, 0.000, -0.001, 0.000, 0.001, 0.000, 0.001, 0.000, 0.006, -0.001, 0.012, 0.000, 0.001, 0.000, -0.004, 0.000, 0.001, 0.000, 0.000, 0.000, 6.546, 0.079, 0.005, 0.011, 0.002, 0.000, 0.000, 0.000, 0.000, 0.000, 0.000, 0.000, 0.000, 0.000, 0.000, 0.000, 0.000, 0.000, -0.001, 0.000, 0.000, 0.018, 0.000, -0.001, 0.000, 0.000, 0.000, 0.000, 0.000, 0.000, 0.001, 0.000, 0.003, 0.028, 0.000, -0.001, 0.000, 0.000, 0.000, -0.005, 0.090, 0.001, 0.000, 0.000, -0.001, 0.002, 0.000, 0.000, 0.000, 0.000, 0.000, 0.000]}

***

{"formula": "C8H18I2NOP2SV", "method": "ωB97M-V/def2-TZVPD", "e_above_lowest_kj_mol": 192.8, "multiplicity": 3, "homo_lumo_gap_ev": [5.65, 6.06], "e_lumo_ev": [-9.977, -9.567], "homo_energy_ev": [-15.62, -15.62], "charge": 2, "fmax_ev_per_a": 11.0, "species": ["I", "I", "V", "P", "C", "C", "H", "H", "H", "H", "H", "H", "C", "H", "H", "H", "P", "C", "C", "H", "H", "H", "C", "H", "H", "H", "H", "H", "H", "C", "O", "S", "C", "N"], "coordinates": [[0.337, -0.819, -4.580], [-0.392, 1.723, -3.558], [-0.008, 0.275, 0.554], [-2.279, -0.184, -0.154], [-3.236, 1.316, 0.286], [-2.903, -0.691, -1.781], [-4.001, -0.807, -1.759], [-4.037, -1.494, 0.931], [-2.423, -1.644, -2.056], [-2.480, -2.391, 0.842], [-2.986, 2.127, -0.412], [-2.614, 0.075, -2.521], [-2.945, -1.414, 1.030], [-4.316, 1.109, 0.248], [-2.698, -1.112, 2.059], [-2.961, 1.622, 1.306], [2.284, -0.106, -0.145], [3.190, 1.424, 0.303], [2.990, -1.315, 1.040], [2.492, -1.562, -2.050], [4.040, -0.677, -1.740], [2.636, 0.155, -2.516], [2.939, -0.594, -1.768], [2.557, -2.307, 0.850], [4.083, -1.358, 0.942], [4.277, 1.256, 0.269], [2.900, 1.720, 1.322], [2.730, -1.022, 2.069], [2.915, 2.230, -0.393], [-0.041, 2.156, 0.391], [-0.061, 3.319, 0.115], [0.015, -1.186, 2.364], [0.002, -0.244, 3.766], [-0.006, 0.421, 4.745]], "forces_ev_per_a": [[-0.5, 1.4, 0.5], [0.6, -1.4, -0.3], [0.1, -4.3, 0.7], [-2.1, 0.0, 0.3], [0.4, 0.2, 0.0], [0.6, 0.0, -0.4], [0.5, 0.1, 0.2], [0.3, 0.1, -0.2], [-0.3, 0.3, 0.0], [-0.2, 0.2, 0.1], [-0.2, -0.1, 0.2], [-0.2, -0.4, 0.3], [0.2, -0.2, 0.2], [0.4, 0.0, 0.0], [-0.2, -0.1, -0.4], [-0.2, 0.0, -0.2], [2.1, 0.1, 0.3], [-0.4, 0.2, -0.1], [-0.2, -0.2, 0.2], [0.3, 0.3, 0.0], [-0.5, 0.1, 0.2], [0.2, -0.3, 0.2], [-0.6, -0.1, -0.4], [0.2, 0.2, 0.1], [-0.3, 0.1, -0.2], [-0.4, 0.0, 0.0], [0.2, 0.0, -0.2], [0.2, -0.1, -0.4], [0.2, -0.1, 0.2], [-0.2, 10.8, -1.9], [0.1, -7.4, 1.9], [0.0, 0.8, -0.3], [0.0, 2.1, 2.5], [0.0, -1.9, -2.8]], "nbo_charge": [0.092, 0.009, 0.846, 0.904, -0.928, -0.934, 0.287, 0.277, 0.268, 0.261, 0.256, 0.272, -0.918, 0.287, 0.263, 0.254, 0.896, -0.928, -0.916, 0.268, 0.287, 0.270, -0.929, 0.260, 0.277, 0.287, 0.255, 0.263, 0.258, 0.435, -0.275, -0.011, -0.025, -0.168]}

***

{"formula": "C4H5NO", "method": "ωB97M-V/def2-TZVPD", "e_above_lowest_kj_mol": 568.3, "multiplicity": 1, "homo_lumo_gap_ev": [8.07, 8.04], "e_lumo_ev": [0.574, 0.585], "homo_energy_ev": [-7.50, -7.46], "fmax_ev_per_a": 0.6, "species": ["N", "C", "C", "C", "C", "O", "H", "H", "H", "H", "H"], "coordinates": [[1.141, 1.099, -0.750], [1.486, -0.063, -0.684], [0.651, -1.079, 0.052], [-0.647, -0.397, 0.458], [-0.792, 1.002, 0.143], [-1.424, 0.040, -0.669], [1.219, -1.436, 0.919], [0.466, -1.945, -0.592], [-1.213, -0.836, 1.281], [-1.437, 1.694, 0.695], [0.549, 1.921, -0.855]], "forces_ev_per_a": [[0.1, -0.6, 0.0], [-0.3, 0.6, 0.1], [0.0, -0.1, 0.0], [0.2, -0.1, 0.2], [-0.1, 0.0, 0.2], [-0.1, 0.0, -0.2], [-0.1, 0.1, -0.1], [0.0, 0.1, 0.1], [0.1, 0.1, -0.1], [0.1, -0.1, -0.1], [0.0, 0.0, 0.0]], "nbo_charge": [-0.554, 0.281, -0.522, -0.004, -0.060, -0.501, 0.245, 0.253, 0.200, 0.185, 0.477]}

***

{"formula": "CH2N2P2", "method": "ωB97M-V/def2-TZVPD", "e_above_lowest_kj_mol": 266.1, "multiplicity": 1, "homo_lumo_gap_ev": 8.05, "e_lumo_ev": -1.783, "homo_energy_ev": -9.83, "fmax_ev_per_a": 4.5, "species": ["C", "N", "N", "P", "P", "H", "H"], "coordinates": [[-1.633, 0.904, 0.002], [-2.011, 1.927, 0.329], [0.219, -1.441, -0.029], [-1.290, -1.394, -0.442], [1.386, -0.390, 0.525], [2.246, -0.690, -0.578], [1.082, 1.084, 0.192]], "forces_ev_per_a": [[0.5, -4.4, -1.2], [-0.5, 1.9, 0.6], [-3.0, 0.1, -1.3], [2.0, 2.7, 1.4], [1.2, 1.3, 0.1], [0.0, 0.4, 0.4], [-0.2, -2.0, -0.1]], "nbo_charge": [-0.107, -0.438, -1.185, 1.160, 0.583, -0.014, 0.002]}